Record 1
{
  "formula": "C4H10ClN2",
  "method": "wB97M-V/def2-TZVPD",
  "e_above_lowest_ev": 0.0000,
  "charge": 1,
  "gap_ev": [7.2, 7.9],
  "multiplicity": 3,
  "e_homo_ev": [-10.67, -14.77],
  "elements": ["C", "C", "C", "C", "N", "N", "Cl", "H", "H", "H", "H", "H", "H", "H", "H", "H", "H"],
  "coordinates": [[-1.332111, 0.193573, -0.252512], [0.916202, -1.229431, 1.145301], [1.620301, 0.393905, -0.709466], [0.861895, 0.079477, 0.549851], [-2.272933, 0.214446, 0.632605], [-1.275391, 0.488747, -1.495429], [0.740076, 1.461325, 1.521296], [1.956555, -1.290991, 1.549471], [1.022528, -1.985265, 0.290797], [0.172157, -1.603401, 1.746821], [1.285360, 1.319758, -1.241821], [1.499110, -0.525087, -1.222906], [2.746667, 0.393743, -0.431641], [-2.067716, 0.385019, 1.624079], [-3.319832, 0.425040, 0.309768], [-0.491529, 0.376999, -2.028096], [-2.061338, 0.902144, -1.988117]],
  "forces_ev_per_a": [[-1.52, -0.08, 0.24], [3.28, -1.56, -2.94], [1.16, -0.20, 1.46], [1.98, 2.05, -0.41], [-2.82, 0.95, -0.77], [-2.82, 0.48, 0.92], [-0.65, 0.52, 0.91], [-0.75, -0.33, 0.63], [-0.39, 0.85, 0.92], [-1.62, -0.35, 1.86], [0.59, -0.83, 0.49], [0.06, -0.63, -1.62], [-1.56, 0.52, -0.69], [0.00, -0.36, -0.60], [2.68, -0.53, 1.00], [2.60, -0.68, -1.45], [-0.19, 0.19, 0.06]],
  "nbo_charge": [0.740, -0.711, -0.707, -0.021, -0.804, -0.765, 0.064, 0.262, 0.234, 0.240, 0.231, 0.217, 0.259, 0.465, 0.432, 0.438, 0.423]
}

***

Record 2
{
  "formula": "C5H8IN2",
  "method": "wB97M-V/def2-TZVPD",
  "e_above_lowest_ev": 2.5049,
  "smiles": "C/C=[NH+]/C=N\\C=C\\I",
  "charge": 1,
  "gap_ev": [6.7, 6.7],
  "e_homo_ev": [-12.15, -12.15],
  "elements": ["C", "C", "N", "C", "N", "C", "C", "I", "H", "H", "H", "H", "H", "H", "H", "H"],
  "coordinates": [[-1.231926, 1.692945, 0.166570], [-0.370037, 0.496027, 0.023695], [-0.672143, -0.752650, -0.195739], [0.183153, -1.974460, -0.225566], [1.332491, -2.182403, 0.120028], [2.460997, -1.609040, 0.425070], [2.880616, -0.479063, -0.165095], [4.782134, 0.190651, -0.007046], [-2.356333, 1.453647, 0.326987], [-1.276196, 2.257034, -0.822097], [-0.739895, 2.264458, 0.928803], [0.695216, 0.627363, 0.174084], [-1.577271, -1.006168, -0.463280], [-0.403861, -2.747016, -0.692936], [3.111480, -2.272630, 0.948325], [2.089812, -0.067701, -0.862169]],
  "forces_ev_per_a": [[-2.26, -1.03, -1.75], [0.28, -1.04, 0.05], [1.88, 1.30, 0.20], [-1.44, 0.35, -0.60], [-1.86, -1.62, -0.87], [2.64, 1.42, 0.58], [-1.75, -0.19, -0.60], [0.33, 0.36, -0.15], [2.02, 0.31, 0.24], [0.57, -0.46, 1.14], [-0.27, 0.73, 0.38], [-0.02, 0.23, 0.15], [-2.04, -0.15, -0.16], [-0.37, -0.34, 0.13], [0.65, 0.04, 0.71], [1.65, 0.11, 0.55]],
  "nbo_charge": [-0.715, 0.326, -0.475, 0.260, -0.340, -0.076, -0.409, 0.308, 0.270, 0.302, 0.278, 0.225, 0.423, 0.195, 0.234, 0.195]
}

***

Record 3
{
  "formula": "C4H13N2O2",
  "method": "wB97M-V/def2-TZVPD",
  "e_above_lowest_ev": 0.6623,
  "charge": 2,
  "gap_ev": [11.0, 6.1],
  "multiplicity": 2,
  "e_homo_ev": [-19.14, -19.14],
  "elements": ["N", "C", "C", "N", "C", "C", "O", "H", "H", "H", "H", "H", "H", "H", "H", "H", "H", "H", "H", "H", "O"],
  "coordinates": [[0.351178, -0.459102, 2.111109], [0.021041, -0.123908, 0.704474], [1.304085, -0.128741, -0.149425], [1.213770, 0.142796, -1.494804], [0.090517, 0.476998, -2.291202], [-0.725979, -0.832417, -2.702788], [2.254857, -0.719373, 0.326929], [1.077207, -1.188836, 2.086133], [-0.470859, -0.750866, 2.636492], [0.741941, 0.297040, 2.678833], [-0.704549, -0.868409, 0.366970], [-0.450320, 0.853334, 0.755904], [2.088692, -0.043706, -2.004134], [-0.694767, 0.956728, -1.692119], [0.372118, 0.978733, -3.219081], [0.009594, -1.403148, -3.274006], [-1.614685, -0.772548, -3.330763], [-0.964931, -1.468964, -1.848337], [-0.785054, 2.291859, 3.691362], [-2.025527, 1.306619, 3.377558], [-1.088329, 1.455911, 3.270896]],
  "forces_ev_per_a": [[1.18, -0.74, -0.12], [-0.28, 1.34, 0.23], [-1.21, -2.48, 2.15], [0.37, 0.44, -1.65], [-1.33, -0.05, 0.69], [1.15, -2.16, -0.39], [0.25, 1.09, -1.06], [-0.24, -0.21, 0.32], [-0.14, -0.18, 0.02], [-0.18, 0.43, -0.27], [0.20, 0.12, -0.25], [-0.26, 0.12, -0.26], [0.05, 0.12, 0.15], [0.49, 0.60, -0.02], [0.16, 0.07, 0.27], [-0.15, -0.13, -0.15], [0.08, 1.13, 0.17], [-0.04, 0.39, 0.16], [-0.94, -0.77, -0.20], [-0.42, 0.59, 0.47], [1.28, 0.29, -0.24]],
  "nbo_charge": [-0.661, -0.340, 0.613, -0.231, -0.265, -0.556, -0.361, 0.462, 0.476, 0.479, 0.271, 0.283, 0.469, 0.279, 0.307, 0.246, 0.299, 0.220, 0.523, 0.510, -1.026]
}

***

Record 4
{
  "formula": "C5H17BNbO3",
  "method": "wB97M-V/def2-TZVPD",
  "charge": -1,
  "gap_ev": 7.5,
  "e_homo_ev": -4.32,
  "elements": ["C", "C", "C", "Nb", "C", "O", "C", "B", "O", "O", "H", "H", "H", "H", "H", "H", "H", "H", "H", "H", "H", "H", "H", "H", "H", "H", "H"],
  "coordinates": [[1.663265, 2.004904, 0.916561], [0.463968, 2.334769, 0.048079], [0.346584, 1.411559, -1.167092], [-0.814742, -0.507478, -0.915732], [0.908702, -2.029370, -0.857758], [1.150381, -2.984445, 0.169835], [1.810857, -2.445788, 1.276755], [-2.879996, 0.322906, -0.154577], [-3.265123, 1.632730, -0.222867], [-3.838112, -0.490843, 0.385506], [2.561625, 1.858975, 0.316997], [1.475016, 1.111413, 1.509731], [1.863443, 2.813358, 1.620618], [0.538034, 3.380848, -0.266503], [-0.431156, 2.260611, 0.666453], [-0.198705, 1.941496, -1.956354], [1.340476, 1.202152, -1.576903], [-1.301038, -0.583733, -2.722582], [-1.763741, -2.094074, -0.630354], [-0.573860, -0.454997, 0.921658], [1.845190, -1.493927, -1.063658], [0.679101, -2.630841, -1.742686], [1.495552, -2.982399, 2.169730], [2.898400, -2.544340, 1.174419], [1.566094, -1.389791, 1.409268], [-4.073248, 1.737086, 0.293940], [-3.466967, -1.380783, 0.397515]],
  "forces_ev_per_a": [[-0.03, 0.12, 0.29], [0.08, 0.10, -0.06], [-0.24, -0.14, 0.34], [2.19, 0.15, -1.57], [-0.82, -0.03, 1.09], [-0.07, -0.16, -0.10], [0.01, 0.11, -0.03], [0.42, -0.87, 0.46], [0.29, 0.82, -0.06], [-0.42, -0.50, 0.31], [0.09, -0.07, -0.05], [0.07, -0.21, -0.10], [0.06, 0.09, 0.10], [0.03, 0.12, -0.02], [-0.11, 0.11, 0.00], [-0.14, -0.09, -0.19], [0.12, 0.01, -0.10], [-0.52, -0.02, -0.10], [-0.21, 0.00, 0.15], [-0.51, 0.09, 0.02], [0.06, 0.32, -0.10], [-0.21, 0.12, -0.28], [-0.02, -0.11, 0.08], [0.13, 0.04, -0.02], [-0.09, 0.07, 0.04], [-0.16, 0.02, -0.11], [0.01, -0.10, -0.01]],
  "nbo_charge": [-0.602, -0.388, -0.983, 1.451, -0.456, -0.563, -0.244, 0.717, -0.934, -0.961, 0.186, 0.212, 0.186, 0.165, 0.205, 0.227, 0.204, -0.462, -0.416, -0.376, 0.152, 0.193, 0.172, 0.141, 0.187, 0.470, 0.516]
}

***

Number 1: maximum force 4.68 eV Å⁻¹, E_tot -727.68167 hartree. Number 2: maximum force 3.05 eV Å⁻¹, E_tot -602.17153 hartree. Number 3: maximum force 3.49 eV Å⁻¹, E_tot -419.47852 hartree. Number 4: maximum force 2.70 eV Å⁻¹, E_tot -508.12236 hartree.